(1)
This record from OMol25 describes C7H12InO4 as an isolated structure in a non-equilibrium geometry. The level of theory is the ωB97M-V functional and the def2-TZVPD basis.

ORCA input file:
```
! wB97M-V def2-TZVPD RIJCOSX def2/J DEFGRID3
* xyz 0 2
C -1.88 0.13 1.20
C -1.73 -0.62 2.51
O -2.14 -2.00 2.31
In -2.26 -2.09 0.25
H -2.03 0.66 0.25
H -1.91 -2.57 3.05
H -2.45 1.00 1.58
H -2.35 -0.21 3.32
H -0.69 -0.63 2.88
O 2.63 3.30 -3.63
C 2.78 2.44 -2.75
O 3.81 2.15 -2.10
O 1.61 1.75 -2.45
C 1.59 0.94 -1.29
C 0.18 0.38 -1.13
C 0.04 -0.48 0.11
C 0.06 -1.89 -0.05
H 1.86 1.54 -0.40
H 2.32 0.13 -1.37
H -0.09 -0.20 -2.02
H -0.54 1.21 -1.09
H 0.56 -0.12 1.01
H 0.30 -2.50 0.83
H 0.33 -2.30 -1.04
*
```

* HOMO energy (spin up / spin down): -6.363 / -6.364 eV
* orbital gap (spin up / spin down): 0.1667 / 0.1163 hartree

Atom charges from the Mulliken analysis, given in e for atoms 1 to 4: -0.904, -0.297, -0.454, 0.731



(2)
This record from OMol25 describes C49H34FIrN11O3 as an isolated structure in a non-equilibrium geometry. The level of theory is the ωB97M-V functional and the def2-TZVPD basis.

ORCA input file:
```
! wB97M-V def2-TZVPD RIJCOSX def2/J DEFGRID3
* xyz 1 1
Ir 0.54 2.35 -0.60
C 3.38 7.86 -2.76
C 2.55 7.68 -3.89
C 1.69 6.61 -3.98
C 1.66 5.72 -2.90
C 0.90 4.52 -2.68
N 1.21 4.02 -1.42
C 2.20 4.81 -0.88
N 2.87 4.63 0.24
C 2.62 3.69 1.12
C 3.35 3.57 2.36
C 4.46 4.23 2.87
C 4.89 3.87 4.13
C 4.23 2.89 4.89
C 3.11 2.25 4.40
C 2.68 2.60 3.11
C 1.56 2.18 2.32
N 0.57 1.37 2.83
C -0.65 1.61 2.62
N -0.59 0.14 0.57
C -1.61 0.86 -0.18
N -1.77 0.34 -1.43
C -1.47 1.12 -2.44
N -0.56 2.11 -2.29
C -0.54 2.87 -3.43
N 0.11 3.98 -3.61
C -1.43 2.25 -4.41
C -1.75 2.59 -5.72
C -2.65 1.78 -6.39
C -3.22 0.66 -5.78
C -2.91 0.33 -4.47
C -2.00 1.13 -3.80
C -2.58 1.78 0.41
C -3.83 1.84 -0.22
C -4.78 2.78 0.13
C -4.50 3.70 1.13
C -3.28 3.65 1.78
C -2.34 2.70 1.43
N 1.58 2.76 1.11
C 2.47 5.90 -1.79
C 3.35 6.98 -1.70
H 4.04 8.71 -2.73
H 2.60 8.39 -4.70
H 1.05 6.46 -4.84
H 4.96 4.99 2.29
H 5.77 4.36 4.55
H 4.59 2.65 5.87
H 2.58 1.51 4.98
H -1.32 3.46 -6.18
H -2.92 2.01 -7.41
H -3.92 0.05 -6.33
H -3.35 -0.53 -3.98
H -4.03 1.13 -1.02
H -5.73 2.80 -0.38
H -5.23 4.44 1.41
H -3.03 4.35 2.57
H 3.99 7.11 -0.84
F 1.81 -4.07 -1.36
C 1.05 -3.83 -0.26
C 0.64 -2.54 -0.02
C -0.18 -2.26 1.08
C -0.75 -0.96 1.36
O 0.59 0.31 -0.07
C -1.45 -0.77 2.58
C -1.76 -1.85 3.36
N -1.40 -3.11 3.02
C -1.77 -4.21 3.88
C -2.72 -5.24 3.35
C -3.17 -4.26 4.40
C -0.56 -3.34 1.92
C -0.08 -4.62 1.67
C 0.73 -4.90 0.58
N 1.22 -6.21 0.40
C 0.27 -7.29 0.28
C -0.02 -7.64 -1.17
N 1.28 -7.99 -1.84
C 2.27 -6.86 -1.75
C 2.46 -6.51 -0.28
C -1.70 0.59 3.10
O -2.58 0.87 3.87
O -1.12 2.75 2.09
H 0.94 -1.74 -0.67
H -2.27 -1.73 4.30
H -0.97 -4.54 4.53
H -2.56 -6.27 3.63
H -3.10 -5.08 2.35
H -3.31 -4.61 5.41
H -3.85 -3.48 4.09
H -0.30 -5.42 2.37
H -0.67 -7.03 0.77
H 0.66 -8.18 0.79
H -0.42 -6.78 -1.71
H -0.69 -8.49 -1.28
H 1.12 -8.24 -2.82
H 1.67 -8.82 -1.39
H 1.85 -6.03 -2.32
H 3.20 -7.20 -2.22
H 3.15 -5.67 -0.20
H 2.92 -7.36 0.23
*
```

* HOMO energy (spin up / spin down): -6.998 / -7.096 eV
* energy above the lowest of the compared OMol25 structures with the same formula, charge and spin: 700.9 kJ/mol
* orbital gap (spin up / spin down): 0.1300 / 0.1337 hartree

Atom charges from the Mulliken analysis, given in e for atoms 1 to 4: 0.956, -0.611, -0.633, -0.261



(3)
This record from OMol25 describes C16H31N2O10P3 as an isolated structure. The level of theory is the ωB97M-V functional and the def2-TZVPD basis.

ORCA input file:
```
! wB97M-V def2-TZVPD RIJCOSX def2/J DEFGRID3
* xyz 0 1
C -2.78 0.22 0.93
C -1.53 -0.36 0.26
C -1.35 0.39 -1.04
O -0.14 0.11 -1.80
P 1.13 1.02 -1.56
O 1.29 2.14 -2.50
O 1.11 1.51 -0.05
O 2.29 -0.07 -1.58
P 3.83 0.51 -1.25
P 4.09 -0.24 0.80
O 5.24 -1.15 0.91
O 4.22 1.02 1.75
O 2.66 -0.87 1.10
O -1.77 -1.73 0.06
C -0.67 -2.61 0.06
C -0.20 -3.04 1.42
C 0.80 -4.02 1.50
C 1.28 -4.47 2.73
C 0.76 -3.94 3.92
C -0.25 -2.98 3.86
C -0.73 -2.54 2.62
H -2.97 -0.35 1.84
H -2.62 1.27 1.17
H -3.64 0.10 0.28
H -0.68 -0.16 0.92
H -1.39 1.46 -0.86
H -2.17 0.16 -1.72
H 1.11 2.47 -0.03
H 4.56 -0.53 -1.84
H 3.37 1.44 1.95
H 2.48 -0.97 2.04
H 0.15 -2.23 -0.55
H -1.02 -3.51 -0.44
H 1.22 -4.44 0.59
H 2.05 -5.22 2.77
H 1.13 -4.27 4.88
H -0.68 -2.56 4.75
H -1.52 -1.80 2.59
C -2.99 -0.43 -6.17
O -3.76 -0.42 -5.23
N -1.67 -0.15 -6.08
C -0.79 -0.18 -7.23
C -1.14 0.20 -4.77
H -3.31 -0.69 -7.19
H 0.01 -0.91 -7.08
H -0.34 0.80 -7.39
H -1.36 -0.46 -8.11
H -1.30 -0.62 -4.07
H -1.64 1.08 -4.39
H -0.07 0.40 -4.85
C 0.68 2.21 3.13
O 1.81 2.18 2.66
N 0.04 3.33 3.47
C -1.31 3.31 4.02
C 0.71 4.61 3.29
H 0.10 1.29 3.31
H -1.99 3.87 3.38
H -1.32 3.75 5.02
H -1.65 2.28 4.10
H 0.96 4.76 2.24
H 1.63 4.64 3.86
H 0.05 5.41 3.61
*
```

* HOMO energy: -9.169 eV
* orbital gap: 0.3403 hartree

Atom charges from the Mulliken analysis, given in e for atoms 1 to 4: -1.809, 1.327, -1.360, 0.033